The following is a quantum chemistry calculation of the ion C8H14 with charge -1, from the OMol25 dataset.

Geometry as XYZ:
```
22
Properties=species:S:1:pos:R:3
C 0.4030 2.2749 -2.0483
C 0.8972 0.7862 -1.9587
C -0.0824 -0.0300 -1.0682
C 0.0254 0.4419 0.3793
C 0.9833 1.1497 0.9748
C -1.2336 -2.6838 2.1730
C -0.3887 -1.5900 1.5912
C -0.9200 -0.4266 1.2176
H -0.6351 2.3374 -1.6591
H 0.2889 2.7395 -3.0293
H 1.0622 2.7887 -1.3725
H 1.9354 0.6921 -1.6455
H 0.9532 0.3931 -3.0057
H 0.5016 -0.9928 -1.0584
H -1.0845 0.0307 -1.4695
H 1.1126 1.0966 2.0452
H 1.7292 1.8261 0.5558
H -0.9370 -3.0396 3.1556
H -1.0688 -3.4328 1.3217
H -2.3242 -2.5173 2.1490
H 0.6461 -1.8884 1.3545
H -1.8633 0.0444 1.3974
```

Properties
Spin multiplicity ... 2
Gap between HOMO and LUMO (spin up / spin down) ... 2.615 / 9.409 eV
Expectation value of S² ... 0.751
HOMO energy (spin up / spin down) ... 1.37 / -5.50 eV
Total charge ... -1
Energy above the lowest of the compared OMol25 structures with the same formula, charge and spin ... 175.30 kJ/mol
F_max ... 0.0743 hartree/bohr
Electronic energy ... -313.07524 Ha